*w*
Formula: C7H15NO2
Source: the Open Molecules 2025 dataset
Level of theory: ωB97M-V with the def2-TZVPD basis set

Output
- HOMO level (eV) = -9.41
- orbital gap (eV) = 10.02
- LUMO (eV) = 0.606

Positions of all 25 atoms, in Å:
1 C -0.7699 5.0650 0.3167
2 C -0.4013 6.4905 0.6768
3 C 0.1377 6.8122 2.0881
4 C 1.0868 7.8491 1.4511
5 C 0.8809 7.1507 0.0857
6 C 1.9970 6.1683 -0.2451
7 N 0.6287 8.0067 -1.0729
8 C 1.8274 9.3047 -1.5974
9 O 2.8415 9.6607 -1.0216
10 H 0.0448 4.3664 0.5543
11 H -1.6595 4.7483 0.8800
12 H -0.9982 4.9698 -0.7553
13 H -1.2504 7.1589 0.4642
14 H -0.5855 7.1770 2.8286
15 H 0.6848 5.9611 2.5183
16 H 0.6527 8.8578 1.4551
17 H 2.1177 7.9031 1.8243
18 H 2.2029 5.5093 0.6092
19 H 1.7224 5.5321 -1.0992
20 H 2.9107 6.7216 -0.5012
21 H 0.2218 7.5192 -1.8663
22 H 1.8100 9.1620 -2.6978
23 H -0.2284 9.1133 -0.6895
24 O 0.1412 10.2994 -1.2361
25 H -0.3384 9.7759 -1.9468

These are the Löwdin partial charges, in e, on atoms 1 to 2:
1 C -0.07
2 C -0.32

*x*
Formula: C7H15NO2
Source: the Open Molecules 2025 dataset
Level of theory: ωB97M-V with the def2-TZVPD basis set

Output
- HOMO level (eV) = -9.72
- SMILES string = [H]/N=C(/O)C(CC)(CC)OC
- orbital gap (eV) = 10.59
- LUMO (eV) = 0.863

Positions of all 25 atoms, in Å:
1 C -2.4048 -0.2507 0.7181
2 C -1.0239 0.2747 1.0942
3 C 0.0530 0.0124 0.0214
4 C 0.2844 -1.4954 -0.1895
5 C 1.4561 -1.8517 -1.0962
6 O -0.2870 0.5447 -1.2386
7 C -0.6640 1.9005 -1.2908
8 C 1.3713 0.6363 0.4920
9 N 1.9742 0.5345 1.6359
10 H -3.1510 0.1186 1.4347
11 H -2.7050 0.0858 -0.2834
12 H -2.4433 -1.3477 0.7360
13 H -1.0799 1.3559 1.2895
14 H -0.7019 -0.1873 2.0375
15 H 0.4192 -1.9621 0.7975
16 H -0.6449 -1.8980 -0.6145
17 H 1.4040 -1.3075 -2.0484
18 H 2.4219 -1.6248 -0.6234
19 H 1.4422 -2.9273 -1.3186
20 H -1.6988 2.0516 -0.9443
21 H 0.0089 2.5448 -0.7043
22 H -0.5997 2.2074 -2.3418
23 O 2.1890 1.2019 -0.3620
24 H 1.3407 0.1914 2.3524
25 H 3.0395 1.1918 0.4466

These are the Löwdin partial charges, in e, on atoms 1 to 2:
1 C -0.09
2 C -0.18

Winner for stability: *x*

*w*
Formula: C7H15NO2
Source: the Open Molecules 2025 dataset
Level of theory: ωB97M-V with the def2-TZVPD basis set

Output
- HOMO level (eV) = -8.18
- orbital gap (eV) = 9.06
- LUMO (eV) = 0.875

Positions of all 25 atoms, in Å:
1 C 1.4152 0.1850 0.0499
2 C 0.8470 1.1649 1.0794
3 C 2.6725 0.7561 -0.6118
4 C 0.3813 -0.0422 -1.1033
5 O 1.7792 -1.0270 0.6504
6 O 0.5281 -0.0428 -2.2823
7 H 0.9783 -1.3825 1.0975
8 H -0.8698 1.0661 -0.8717
9 H 3.4115 0.9466 0.1648
10 H 1.6294 1.3901 1.8035
11 H 0.5236 2.0938 0.6082
12 H -0.0054 0.7270 1.5914
13 H 3.0858 0.0318 -1.3102
14 H 2.4447 1.6776 -1.1452
15 C -0.7746 -1.5119 -0.5250
16 N -0.8828 -1.7137 0.9070
17 C -1.9087 0.5567 -0.7448
18 C -2.6418 0.8124 0.3542
19 H -1.1161 -2.6758 1.1309
20 H -1.6304 -1.1293 1.2820
21 H -1.6259 -1.8079 -1.1446
22 H 0.0216 -2.1640 -0.8941
23 H -2.3321 0.2868 -1.7018
24 H -2.2266 1.1965 1.2730
25 H -3.7040 0.6058 0.3425

These are the Löwdin partial charges, in e, on atoms 1 to 2:
1 C -0.57
2 C -0.02

*x*
Formula: C7H15NO2
Source: the Open Molecules 2025 dataset
Level of theory: ωB97M-V with the def2-TZVPD basis set

Output
- HOMO level (eV) = -9.90
- SMILES string = [H]/N=C(/C)C=O.CC(C)(C)O
- orbital gap (eV) = 9.61
- LUMO (eV) = -0.294

Positions of all 25 atoms, in Å:
1 C 0.4104 1.0520 0.8289
2 C 1.8926 1.0564 0.4734
3 C 0.0678 2.1452 1.8421
4 C -0.4447 1.3462 -0.5688
5 O 0.1370 -0.1989 1.3693
6 H -0.8407 -0.3295 1.4336
7 H 2.1838 2.0185 0.0612
8 H 2.0961 0.2794 -0.2597
9 H 2.4823 0.8558 1.3659
10 H 0.3307 3.1255 1.4539
11 H -0.9975 2.1159 2.0661
12 H 0.6185 1.9689 2.7673
13 H 0.0666 2.1633 -1.0745
14 H -1.4250 1.7153 -0.2719
15 H -0.5034 0.6781 -1.4222
16 C 0.2580 -2.7728 -0.4052
17 C -0.5114 -1.9283 -1.3561
18 C -1.7795 -1.3062 -0.8448
19 N -0.1232 -1.7792 -2.5510
20 O -2.1103 -1.2391 0.3217
21 H -0.7271 -1.1891 -3.1235
22 H -2.4276 -0.8895 -1.6425
23 H 0.6174 -2.1374 0.4058
24 H -0.3852 -3.5338 0.0340
25 H 1.1143 -3.2168 -0.9028

These are the Löwdin partial charges, in e, on atoms 1 to 2:
1 C -0.63
2 C -0.04

Winner for stability: *x*

*w*
Formula: C2H3BF2O
Source: the Open Molecules 2025 dataset
Level of theory: ωB97M-V with the def2-TZVPD basis set

Output
- HOMO level (eV) = -11.24
- SMILES string = B[C@@H](F)C(=O)F
- orbital gap (eV) = 10.83
- LUMO (eV) = -0.408

Positions of all 9 atoms, in Å:
1 B -0.3926 -0.0598 0.3671
2 C 2.3786 -0.0479 0.0194
3 C 0.8586 0.6647 -0.3513
4 O 3.2786 0.3443 0.6669
5 F 2.2541 -1.3034 -0.4366
6 F 0.9225 2.0080 -0.3358
7 H -0.1996 -1.1267 0.4572
8 H -1.2863 0.5756 0.5596
9 H 0.7385 0.3139 -1.4025

These are the Löwdin partial charges, in e, on atoms 1 to 2:
1 B 0.17
2 C -0.38

*x*
Formula: C2H3BF2O
Source: the Open Molecules 2025 dataset
Level of theory: ωB97M-V with the def2-TZVPD basis set

Output
- HOMO level (eV) = -10.98
- SMILES string = O=C(F)CBF
- orbital gap (eV) = 11.48
- LUMO (eV) = 0.496

Positions of all 9 atoms, in Å:
1 B 0.2021 -0.2744 -0.0493
2 C 2.6119 0.0105 0.1433
3 C 1.4112 -0.8397 0.5267
4 O 3.2091 -0.6007 -0.6657
5 F 2.5510 1.2703 0.4851
6 F -0.8139 -1.1723 0.2166
7 H 1.6321 -1.9634 0.4023
8 H -0.0448 0.8055 -0.5187
9 H 1.0567 -1.2455 1.6078

These are the Löwdin partial charges, in e, on atoms 1 to 2:
1 B -0.28
2 C -0.51

Winner for stability: *x*